The following is a quantum chemistry calculation of a 2-piece molecular cluster, C5H16N3 overall, from the Open Molecules 2025 dataset.

Each line ends with the Mulliken charge.
Element x y z (Å)
N 0.650 1.954 -2.068  -0.44
C 1.706 1.053 -1.823  -0.42
C 1.747 0.514 -0.345  -0.53
N 0.529 -0.046 -0.047  -0.23
C 0.509 -1.428 -0.170  -0.52
C 0.826 -1.994 1.318  -0.89
N -1.932 -0.132 1.392  -0.35
C -3.137 0.629 1.157  -0.84
H -1.203 -0.067 0.702  0.38
H -0.289 1.602 -1.937  0.19
H 0.682 2.479 -2.929  0.27
H 1.677 0.124 -2.420  0.27
H 2.623 1.506 -2.200  0.44
H 2.583 -0.179 -0.229  0.38
H 1.871 1.401 0.287  0.39
H 0.830 -1.122 1.966  0.31
H -0.503 -1.734 -0.419  0.44
H 1.294 -1.844 -0.810  0.42
H -0.117 -2.462 1.603  0.35
H 1.616 -2.724 1.443  0.35
H -1.593 -0.162 2.339  0.21
H -4.045 0.058 1.341  0.27
H -3.138 1.004 0.132  0.26
H -3.186 1.570 1.717  0.29

Atomic forces in eV per Å
N -0.611 -0.071 0.310
C -0.415 -0.276 -2.521
C 0.590 0.599 1.839
N 1.004 -0.529 -1.281
C -0.120 -0.632 0.136
C -1.940 0.575 0.533
N -0.061 -0.785 0.025
C 0.135 1.019 -0.235
H -0.485 0.544 0.499
H 0.069 -0.113 0.114
H 0.441 0.137 0.095
H -0.317 -0.159 0.335
H 0.304 0.156 1.017
H 0.127 -0.015 -0.375
H 0.030 0.163 -0.178
H 0.785 -0.225 0.365
H 0.047 -0.249 -0.039
H 0.044 0.184 -0.172
H 0.075 -0.181 -0.100
H 0.470 0.475 -0.518
H -0.032 0.126 -0.005
H 0.015 -0.062 -0.038
H -0.144 -0.440 -0.169
H -0.013 -0.241 0.364

- Total charge: +1
- 2S+1: 1
- Molar mass: 118.204 g/mol
- HOMO level: -12.065 eV

The following is a quantum chemistry calculation of a single C23H25N5O3S2 molecule, from the Open Molecules 2025 dataset.

Each line ends with the Mulliken charge.
Element x y z (Å)
C -0.133 -3.388 -0.961  -1.00
N -0.702 -2.549 0.054  0.14
C -2.023 -2.488 0.377  0.12
S -3.236 -3.498 -0.335  -0.22
C -4.647 -2.424 0.066  -0.55
C -4.351 -1.039 -0.512  0.48
O -3.928 -0.942 -1.648  -0.65
N -4.601 0.016 0.290  0.24
C -4.997 -0.066 1.697  -0.79
C -5.122 1.385 2.190  -0.68
C -4.650 2.191 1.019  0.63
C -4.494 3.555 0.910  -0.65
C -4.043 4.083 -0.293  -0.49
C -3.760 3.248 -1.360  -0.61
C -3.916 1.872 -1.261  -0.77
C -4.363 1.353 -0.058  0.16
N -2.242 -1.551 1.266  0.08
N -1.072 -0.970 1.529  -0.83
C -0.138 -1.556 0.821  0.16
C 1.261 -1.177 0.871  0.49
C 1.564 0.153 1.176  -0.87
C 2.880 0.568 1.245  -0.57
C 3.893 -0.342 1.005  0.22
S 5.609 0.200 1.048  1.27
O 6.425 -0.948 1.308  -0.72
O 5.695 1.337 1.913  -0.71
N 6.007 0.730 -0.483  0.00
C 5.298 1.894 -0.965  -0.77
C 4.164 1.366 -1.865  -0.40
C 4.584 -0.072 -2.221  -0.18
C 5.951 -0.258 -1.536  -0.80
C 3.612 -1.669 0.740  -0.64
C 2.296 -2.092 0.676  -0.45
H -0.899 -3.589 -1.711  0.37
H 0.198 -4.340 -0.541  0.31
H 0.709 -2.879 -1.428  0.38
H -5.504 -2.860 -0.448  0.42
H -4.789 -2.449 1.141  0.35
H -5.947 -0.600 1.787  0.39
H -4.216 -0.599 2.246  0.34
H -4.504 1.563 3.070  0.36
H -6.153 1.638 2.446  0.29
H -4.718 4.200 1.746  0.43
H -3.914 5.150 -0.395  0.39
H -3.410 3.669 -2.290  0.39
H -3.694 1.227 -2.093  0.51
H 0.751 0.836 1.362  0.55
H 3.137 1.583 1.500  0.49
H 4.955 2.475 -0.112  0.36
H 5.999 2.502 -1.545  0.38
H 4.056 1.986 -2.753  0.39
H 3.214 1.369 -1.333  0.15
H 4.665 -0.218 -3.296  0.42
H 3.861 -0.790 -1.834  -0.10
H 6.102 -1.244 -1.102  0.39
H 6.765 -0.054 -2.238  0.37
H 4.430 -2.359 0.612  0.49
H 2.084 -3.136 0.509  0.55

Atomic forces in eV per Å
C 0.225 -0.351 -0.354
N -0.439 0.501 0.525
C 0.088 -0.065 0.120
S -0.314 -0.338 -0.070
C 0.488 -0.093 -0.055
C -0.190 -0.139 0.033
O -0.004 0.067 -0.164
N -0.202 0.099 -0.107
C -0.104 -0.339 0.543
C -0.086 0.029 0.011
C 0.062 -0.097 -0.146
C 0.022 -0.110 -0.068
C 0.019 0.160 -0.014
C -0.015 0.071 0.059
C 0.077 -0.117 -0.227
C 0.038 0.516 -0.016
N -0.729 -0.627 -0.285
N 1.131 0.548 0.263
C -0.519 -0.130 0.062
C 0.487 0.113 -0.018
C 0.034 -0.117 -0.088
C -0.054 0.099 0.085
C 0.655 0.141 0.068
S 0.309 0.077 -0.049
O -0.221 -0.188 -0.222
O -0.325 0.133 -0.137
N 0.010 -0.308 1.183
C -0.336 0.583 -0.092
C -0.014 0.087 -0.046
C 0.033 -0.047 -0.080
C -0.007 -0.554 -0.396
C 0.111 -0.141 -0.020
C -0.056 0.173 0.024
H 0.104 0.059 -0.003
H 0.046 0.053 -0.062
H -0.071 -0.065 -0.004
H 0.011 0.030 0.036
H -0.114 0.070 -0.057
H 0.114 0.030 0.046
H -0.173 0.008 -0.063
H -0.041 -0.045 0.022
H 0.031 -0.030 0.035
H -0.021 0.075 0.091
H 0.015 0.096 -0.018
H 0.028 0.032 -0.080
H -0.003 -0.023 0.000
H -0.053 0.090 0.008
H -0.045 0.150 0.039
H 0.013 0.182 -0.123
H -0.049 -0.009 0.095
H -0.062 0.036 0.009
H 0.015 0.035 -0.069
H -0.033 -0.059 -0.017
H 0.015 0.009 -0.065
H 0.089 -0.068 -0.188
H -0.024 -0.061 0.079
H 0.054 -0.137 -0.007
H -0.020 -0.094 -0.026

- SMILES: Cn1c(SCC(=O)N2CCc3ccccc32)nnc1-c1ccc(S(=O)(=O)N2CCCC2)cc1
- 2S+1: 1
- Molar mass: 483.619 g/mol
- HOMO level: -8.155 eV

The following is a quantum chemistry calculation of C15H13BF4IO3Re as an isolated structure, from the Open Molecules 2025 dataset.

Each line ends with the Mulliken spin population.
Element x y z (Å)
Re -2.437 -1.122 0.042  2.99
O -0.224 -0.925 0.099  -0.03
C 0.401 0.401 0.063  0.06
C -0.812 1.395 0.132  0.01
O -0.642 2.567 0.218  0.04
O -1.963 0.755 0.044  0.03
C 1.068 0.642 -1.271  -0.01
C 1.913 1.741 -1.417  0.00
C 2.505 1.998 -2.641  0.00
C 2.258 1.171 -3.729  0.00
C 1.407 0.086 -3.592  0.01
C 0.808 -0.176 -2.369  0.00
C 1.284 0.519 1.284  0.00
C 0.779 0.951 2.507  0.00
C 1.584 0.933 3.635  0.00
C 2.891 0.472 3.553  0.00
C 3.398 0.038 2.337  0.00
C 2.599 0.061 1.205  0.00
H 0.468 -1.596 0.178  0.00
H 2.088 2.399 -0.577  0.00
H 3.165 2.847 -2.751  0.00
H 2.714 1.379 -4.687  0.00
H 1.211 -0.558 -4.439  0.00
H 0.137 -1.022 -2.274  0.00
H -0.232 1.332 2.581  0.00
H 1.191 1.284 4.580  0.00
H 3.515 0.459 4.436  0.00
H 4.417 -0.319 2.268  0.00
H 2.996 -0.271 0.252  0.00
F -6.593 -0.598 1.355  0.00
B -6.579 -0.779 0.049  0.00
F -6.479 -2.023 -0.419  0.00
F -6.749 0.218 -0.786  0.00
F -4.200 -0.533 -0.009  0.07
I -3.763 -3.604 0.078  -0.04
C -1.687 -3.113 0.026  -0.13
H -1.243 -3.519 -0.880  0.01
H -1.193 -3.490 0.919  0.01

Atomic forces in eV per Å
Re 1.863 -0.021 0.026
O -0.783 -0.257 -0.090
C -0.545 1.155 0.252
C 2.042 -0.459 0.061
O -0.577 -0.144 -0.008
O -1.448 -0.486 -0.034
C 0.139 -0.263 -0.268
C -0.081 -0.034 0.072
C 0.020 0.010 -0.071
C -0.078 -0.036 -0.002
C 0.063 0.039 -0.091
C 0.007 0.046 0.205
C 0.193 -0.252 -0.100
C -0.046 0.063 -0.041
C -0.004 -0.008 0.026
C -0.024 0.025 -0.019
C 0.071 -0.052 0.029
C -0.127 -0.034 -0.019
H -0.118 -0.117 0.049
H 0.040 -0.013 0.013
H -0.026 0.017 0.027
H 0.037 -0.007 0.021
H -0.028 0.002 0.013
H 0.037 -0.014 -0.055
H 0.012 -0.003 0.019
H -0.005 0.002 -0.008
H 0.002 0.007 -0.007
H -0.008 0.017 -0.001
H 0.041 0.032 0.018
F 0.028 0.005 -0.122
B -0.199 -0.017 0.065
F 0.052 0.071 0.015
F 0.022 -0.072 0.060
F -0.412 0.146 -0.044
I 0.448 0.225 0.001
C -0.568 0.131 0.020
H -0.011 0.167 -0.086
H -0.031 0.127 0.075

- Total charge: +1
- 2S+1: 4
- Molar mass: 641.181 g/mol
- HOMO level (alpha / beta): -12.281 / -12.280 eV

The following is a quantum chemistry calculation of a single C4H5NO molecule, from the Open Molecules 2025 dataset.

Each line ends with the Mulliken charge.
Element x y z (Å)
C -1.816 2.420 0.329  0.10
C -1.102 1.456 0.223  -0.45
C -0.508 0.121 0.158  0.40
O -1.196 -0.847 0.437  -0.56
N 0.787 -0.044 -0.206  -0.22
C 1.176 -1.462 -0.301  -0.73
H -2.459 3.268 0.423  0.40
H 1.334 0.752 -0.525  0.23
H 2.256 -1.567 -0.245  0.31
H 0.781 -1.911 -1.221  0.26
H 0.729 -2.047 0.515  0.27

Atomic forces in eV per Å
C 0.398 -0.327 -0.084
C -0.310 0.444 0.041
C -0.227 -0.376 0.102
O -0.319 0.340 0.024
N -0.291 -0.242 0.188
C 0.238 0.080 -0.110
H 0.171 -0.099 -0.025
H -0.125 -0.648 0.125
H 0.041 0.132 -0.184
H 0.238 0.151 0.070
H 0.186 0.545 -0.147

- SMILES: C#CC(=O)NC
- 2S+1: 1
- Molar mass: 83.090 g/mol
- HOMO level: -9.957 eV

The following is a quantum chemistry calculation of a single C4H5FO2 molecule, from the Open Molecules 2025 dataset.

Each line ends with the Mulliken charge.
Element x y z (Å)
C 1.841 0.730 0.083  -0.69
C 0.740 -0.359 0.116  0.45
O 1.144 -1.510 -0.306  -0.53
C -0.644 0.258 0.069  0.58
O -0.782 1.441 -0.315  -0.52
C -1.817 -0.625 0.069  -0.24
F -2.936 -0.086 -0.088  -0.26
H 2.874 0.099 -0.413  0.23
H 1.175 1.299 -0.795  0.23
H 2.092 1.175 1.160  0.28
H -1.736 -1.321 -0.681  0.23
H -1.950 -1.100 1.101  0.24

Atomic forces in eV per Å
C 0.735 -1.622 -1.143
C 5.212 -2.782 -2.314
O -3.556 3.802 2.123
C -1.160 2.566 -2.258
O 0.563 -2.890 1.541
C 2.804 -2.438 4.729
F -5.728 4.076 -1.352
H -3.270 2.285 1.668
H 2.844 -0.072 2.504
H -0.776 -0.279 -2.815
H 1.114 -2.354 -1.632
H 1.219 -0.294 -1.052

- SMILES: CC(=O)C(=O)CF
- 2S+1: 1
- Molar mass: 104.080 g/mol
- HOMO level: -9.891 eV

The following is a quantum chemistry calculation of a 2-piece molecular cluster, CH6O2P2 overall, from the Open Molecules 2025 dataset.

Each line ends with the Mulliken charge.
Element x y z (Å)
O -0.586 1.625 -0.625  -0.48
P 0.421 1.618 0.640  0.11
P 1.558 -0.310 0.421  -0.14
H -0.526 0.979 -1.356  0.35
H 1.301 2.444 -0.101  0.04
H 2.684 0.100 1.172  0.09
H 0.987 -1.009 1.595  0.05
C -1.440 -1.426 -0.400  -0.06
O -0.347 -1.364 -0.827  -0.38
H -2.210 -2.238 -0.502  0.26
H -1.843 -0.420 -0.017  0.18

Atomic forces in eV per Å
O -1.920 -0.921 -1.436
P 0.777 0.232 0.406
P 0.524 -0.251 0.882
H 0.418 0.459 0.680
H 0.987 -0.162 0.629
H -0.012 0.408 0.232
H 0.301 0.662 -0.985
C -3.394 2.389 0.587
O 1.516 -1.433 -1.391
H 0.958 -0.105 0.174
H -0.153 -1.279 0.221

- SMILES: O[PH]#[PH2].C=O
- 2S+1: 1
- Molar mass: 112.005 g/mol
- HOMO level: -8.325 eV